The following is a quantum chemistry calculation of a structure of composition C67H51CrFGeN3O4P3S2, from the Open Molecules 2025 dataset.

Each line ends with the Mulliken charge.
Cartesian coordinates (Å):
1 Cr -0.10 -0.11 -0.36  -2.32
2 F -2.18 2.03 4.53  -0.55
3 Ge -1.68 1.22 3.04  1.30
4 C 0.22 1.67 3.20  -0.35
5 C 0.58 1.63 4.55  -0.36
6 C 1.79 2.12 5.00  -1.14
7 C 2.65 2.73 4.10  -0.94
8 C 2.33 2.77 2.76  -0.31
9 C 1.15 2.19 2.28  0.17
10 P 0.86 2.15 0.48  2.61
11 C 2.50 2.13 -0.31  1.32
12 C 3.61 1.54 0.28  -0.99
13 C 4.84 1.52 -0.37  -0.75
14 C 4.96 2.06 -1.64  -0.75
15 C 3.85 2.64 -2.25  -1.07
16 C 2.64 2.68 -1.58  -0.90
17 C 0.25 3.85 0.20  1.58
18 C 1.10 4.89 -0.17  -1.31
19 C 0.62 6.19 -0.23  -0.76
20 C -0.70 6.48 0.08  -0.86
21 C -1.54 5.45 0.47  -0.73
22 C -1.07 4.15 0.53  -0.10
23 C -2.22 -0.61 3.48  0.24
24 C -3.30 -0.70 4.36  -0.33
25 C -3.83 -1.93 4.70  -0.87
26 C -3.28 -3.09 4.17  -0.99
27 C -2.21 -3.01 3.30  -0.26
28 C -1.67 -1.78 2.94  -0.24
29 P -0.20 -1.62 1.87  2.94
30 C 0.11 -3.32 1.28  0.17
31 C 1.29 -3.99 1.55  -0.77
32 C 1.50 -5.28 1.07  -0.73
33 C 0.52 -5.90 0.32  -1.18
34 C -0.67 -5.24 0.04  -0.81
35 C -0.87 -3.95 0.51  0.82
36 C 1.13 -1.40 3.11  0.26
37 C 2.36 -0.89 2.71  1.25
38 C 3.40 -0.76 3.63  -1.05
39 C 3.21 -1.15 4.95  -0.93
40 C 1.98 -1.66 5.35  -0.89
41 C 0.95 -1.79 4.43  -0.88
42 C -3.15 1.86 1.90  -0.03
43 C -4.00 2.74 2.58  -0.66
44 C -5.27 3.03 2.11  -0.91
45 C -5.73 2.41 0.96  -0.94
46 C -4.89 1.57 0.26  -0.54
47 C -3.59 1.30 0.70  -0.07
48 P -2.59 0.32 -0.49  3.41
49 C -3.16 1.12 -2.03  0.25
50 C -2.81 2.45 -2.22  -0.06
51 C -3.22 3.14 -3.35  -0.65
52 C -3.99 2.49 -4.31  -0.81
53 C -4.35 1.17 -4.13  -0.74
54 C -3.94 0.48 -2.99  -0.74
55 C -3.38 -1.32 -0.44  1.37
56 C -4.14 -1.70 0.68  -0.85
57 C -4.70 -2.96 0.74  -0.68
58 C -4.51 -3.86 -0.29  -0.91
59 C -3.74 -3.50 -1.40  -1.13
60 C -3.17 -2.25 -1.46  -1.23
61 H -0.11 1.22 5.27  0.58
62 H 2.05 2.05 6.05  0.47
63 H 3.58 3.18 4.44  0.49
64 H 3.01 3.24 2.06  0.51
65 H 3.54 1.09 1.27  0.09
66 H 5.69 1.06 0.11  0.47
67 H 5.90 2.03 -2.16  0.41
68 H 3.94 3.06 -3.24  0.46
69 H 1.79 3.15 -2.07  0.79
70 H 2.14 4.71 -0.39  0.43
71 H 1.29 6.99 -0.52  0.48
72 H -1.06 7.49 0.03  0.43
73 H -2.57 5.65 0.73  0.54
74 H -1.74 3.36 0.83  0.40
75 H -3.72 0.20 4.79  0.52
76 H -4.67 -1.99 5.38  0.44
77 H -3.69 -4.06 4.43  0.49
78 H -1.78 -3.93 2.91  0.42
79 H 2.07 -3.52 2.14  0.48
80 H 2.43 -5.79 1.28  0.49
81 H 0.67 -6.91 -0.05  0.39
82 H -1.44 -5.72 -0.55  0.50
83 H -1.80 -3.44 0.28  -0.24
84 H 2.53 -0.61 1.68  -0.22
85 H 4.35 -0.37 3.31  0.56
86 H 4.01 -1.05 5.67  0.40
87 H 1.83 -1.97 6.37  0.41
88 H 0.00 -2.19 4.76  0.44
89 H -3.67 3.20 3.50  0.65
90 H -5.89 3.73 2.65  0.47
91 H -6.74 2.60 0.60  0.47
92 H -5.25 1.12 -0.66  0.56
93 H -2.20 2.96 -1.49  0.15
94 H -2.93 4.17 -3.48  0.52
95 H -4.31 3.03 -5.19  0.42
96 H -4.96 0.67 -4.86  0.49
97 H -4.25 -0.55 -2.86  0.53
98 H -4.30 -1.00 1.49  0.25
99 H -5.28 -3.24 1.61  0.52
100 H -4.96 -4.85 -0.24  0.43
101 H -3.58 -4.21 -2.20  0.53
102 H -2.54 -1.99 -2.31  0.76
103 O -0.34 -1.82 -1.26  0.55
104 N 0.71 -2.53 -1.49  -2.18
105 N 1.74 -2.04 -1.00  1.71
106 O 1.70 -0.87 -0.35  1.38
107 C 3.01 -2.71 -1.14  0.24
108 C 4.16 -1.97 -0.97  -0.36
109 C 5.38 -2.61 -1.13  -0.96
110 C 5.43 -3.95 -1.46  -0.82
111 C 4.25 -4.67 -1.64  -0.96
112 C 3.02 -4.05 -1.48  -0.63
113 H 4.09 -0.92 -0.75  0.11
114 H 6.30 -2.04 -1.01  0.47
115 H 6.38 -4.44 -1.60  0.44
116 H 4.29 -5.72 -1.90  0.47
117 H 2.10 -4.60 -1.61  0.79
118 O 4.61 0.02 -3.94  -0.63
119 S 3.37 -0.63 -4.25  1.14
120 O 3.36 -2.03 -4.53  -0.69
121 N 2.28 -0.32 -3.02  0.06
122 C 1.29 0.37 -3.45  0.73
123 S -0.06 0.93 -2.53  0.05
124 C 1.34 0.77 -4.90  -0.22
125 C 0.44 1.51 -5.64  -0.60
126 C 0.72 1.73 -6.98  -0.68
127 C 1.88 1.22 -7.56  -0.64
128 C 2.78 0.47 -6.82  -0.76
129 C 2.48 0.27 -5.49  0.10
130 H -0.47 1.90 -5.19  0.56
131 H 0.04 2.30 -7.59  0.45
132 H 2.08 1.40 -8.61  0.41
133 H 3.68 0.06 -7.26  0.50

Output
Net charge: +1
HOMO (alpha / beta), eV: -10.6 / -10.7
Kohn-Sham gap (alpha / beta), eV: 7.673 / 7.950
Multiplicity: 4


The following is a quantum chemistry calculation of a structure of composition C67H59Br2N5O4P2SiSr in a non-equilibrium geometry, from the Open Molecules 2025 dataset.

Each line ends with the Mulliken charge.
Cartesian coordinates (Å):
1 Sr -0.73 -0.18 -0.42  1.40
2 C 2.66 -0.86 -2.27  -1.45
3 Si 2.27 0.06 -0.62  0.62
4 C 3.20 1.75 -0.90  -0.28
5 C 3.93 2.01 -2.07  0.26
6 C 4.54 3.23 -2.32  -0.88
7 C 4.46 4.25 -1.38  -1.00
8 C 3.76 4.02 -0.20  -0.58
9 C 3.11 2.81 0.03  0.00
10 P 2.25 2.43 1.61  1.75
11 C 3.42 3.15 2.82  0.45
12 C 3.02 3.97 3.87  -0.92
13 C 3.93 4.40 4.83  -0.61
14 C 5.25 4.00 4.76  -0.72
15 C 5.67 3.17 3.72  -0.61
16 C 4.76 2.75 2.76  -0.57
17 C 0.83 3.61 1.74  0.53
18 C 0.83 4.96 1.39  0.02
19 C -0.28 5.75 1.62  -0.69
20 C -1.42 5.21 2.21  -1.02
21 C -1.44 3.87 2.56  -0.03
22 C -0.32 3.08 2.33  -0.69
23 C 3.57 -0.84 0.49  -0.03
24 C 4.94 -0.71 0.18  -0.20
25 C 5.92 -1.44 0.82  -0.90
26 C 5.56 -2.35 1.81  -0.94
27 C 4.23 -2.50 2.15  0.17
28 C 3.24 -1.74 1.51  -0.05
29 P 1.50 -1.79 2.08  1.61
30 C 1.65 -0.93 3.71  0.47
31 C 0.60 -1.03 4.62  -0.54
32 C 0.65 -0.37 5.84  -0.63
33 C 1.76 0.41 6.16  -1.08
34 C 2.81 0.51 5.27  -0.11
35 C 2.76 -0.16 4.05  -0.89
36 C 1.29 -3.53 2.64  0.15
37 C 1.62 -4.02 3.90  -0.36
38 C 1.41 -5.36 4.21  -0.72
39 C 0.89 -6.23 3.26  -0.64
40 C 0.56 -5.75 2.00  -0.34
41 C 0.75 -4.41 1.70  -0.44
42 H 2.14 -0.42 -3.14  0.43
43 H 2.28 -1.88 -2.18  0.17
44 H 3.72 -0.94 -2.52  0.48
45 H 4.04 1.22 -2.81  0.24
46 H 5.11 3.37 -3.23  0.38
47 H 4.97 5.19 -1.54  0.42
48 H 3.77 4.79 0.56  0.46
49 H 1.98 4.28 3.94  0.41
50 H 3.59 5.04 5.63  0.41
51 H 5.96 4.34 5.50  0.36
52 H 6.70 2.85 3.66  0.45
53 H 5.09 2.10 1.96  0.31
54 H 1.70 5.40 0.93  0.20
55 H -0.26 6.80 1.33  0.37
56 H -2.29 5.84 2.39  0.32
57 H -2.32 3.44 3.01  0.39
58 H -0.34 2.03 2.60  0.07
59 H 5.23 -0.01 -0.61  0.40
60 H 6.96 -1.31 0.55  0.44
61 H 6.32 -2.95 2.30  0.39
62 H 3.96 -3.20 2.93  0.40
63 H -0.25 -1.66 4.39  0.49
64 H -0.17 -0.47 6.54  0.46
65 H 1.80 0.93 7.11  0.38
66 H 3.68 1.11 5.51  0.39
67 H 3.58 -0.07 3.36  0.03
68 H 2.03 -3.36 4.65  0.42
69 H 1.67 -5.73 5.20  0.44
70 H 0.73 -7.27 3.51  0.39
71 H 0.15 -6.41 1.25  0.50
72 H 0.48 -4.03 0.72  -0.11
73 C -3.32 1.54 -3.54  -1.22
74 C -2.66 0.30 -4.08  0.67
75 C -2.76 0.02 -5.47  -1.20
76 C -2.19 -1.12 -5.96  -1.06
77 C -1.52 -2.00 -5.09  1.01
78 C -0.91 -3.21 -5.50  -0.18
79 Br -0.96 -3.75 -7.32  -0.26
80 C -0.27 -4.00 -4.59  -0.44
81 C -0.21 -3.64 -3.24  0.33
82 Br 0.72 -4.77 -2.05  -0.16
83 C -0.80 -2.48 -2.74  -0.67
84 O -0.77 -2.12 -1.51  0.32
85 C -1.47 -1.64 -3.72  -1.17
86 N -2.03 -0.49 -3.25  1.07
87 H -4.25 1.74 -4.07  0.61
88 H -2.67 2.41 -3.67  0.22
89 H -3.52 1.42 -2.48  -0.17
90 H -3.29 0.70 -6.11  0.52
91 H -2.26 -1.36 -7.01  0.35
92 H 0.21 -4.92 -4.91  0.45
93 C -2.85 -0.01 4.14  -1.70
94 C -2.27 -0.83 3.01  -0.07
95 O -1.51 -0.33 2.19  0.78
96 N -2.64 -2.12 2.96  0.13
97 C -2.16 -3.03 1.93  1.16
98 C -3.08 -3.11 0.74  -0.16
99 C -3.73 -4.28 0.39  -0.95
100 C -4.52 -4.29 -0.75  -0.57
101 C -4.65 -3.12 -1.48  -1.12
102 C -3.97 -1.99 -1.04  -0.22
103 N -3.20 -1.98 0.04  0.66
104 H -2.11 0.73 4.43  0.22
105 H -3.11 -0.62 5.00  0.47
106 H -3.74 0.50 3.78  0.33
107 H -3.31 -2.46 3.63  0.24
108 H -1.99 -4.02 2.37  0.74
109 H -1.19 -2.66 1.60  -1.66
110 H -3.59 -5.18 0.98  0.51
111 H -5.03 -5.19 -1.06  0.41
112 H -5.25 -3.08 -2.38  0.49
113 H -4.03 -1.07 -1.60  0.39
114 O -0.45 7.22 -1.95  -0.51
115 C 0.57 6.32 -2.37  -0.71
116 C 0.10 4.91 -2.19  -0.20
117 C 0.84 3.86 -2.72  -1.29
118 C 0.46 2.57 -2.43  -1.43
119 N -0.61 2.26 -1.70  1.85
120 C -1.37 3.27 -1.25  0.56
121 C -1.04 4.60 -1.47  -0.92
122 C -2.60 2.89 -0.51  0.17
123 C -3.66 3.78 -0.39  -1.01
124 C -4.81 3.39 0.28  0.15
125 C -5.97 4.34 0.43  -0.65
126 O -6.27 5.04 -0.77  -0.52
127 C -4.86 2.10 0.80  -2.08
128 C -3.76 1.27 0.63  -1.22
129 N -2.66 1.65 -0.01  3.64
130 H -0.15 8.12 -2.12  0.33
131 H 1.48 6.45 -1.78  0.22
132 H 0.83 6.48 -3.42  0.44
133 H 1.74 4.04 -3.30  0.50
134 H 1.04 1.73 -2.79  0.44
135 H -1.63 5.40 -1.05  0.56
136 H -3.61 4.76 -0.83  0.86
137 H -5.72 5.11 1.16  0.26
138 H -6.85 3.81 0.81  0.37
139 H -6.48 4.39 -1.45  0.33
140 H -5.74 1.74 1.32  0.46
141 H -3.76 0.26 1.00  -0.12

Output
HOMO, eV: -5.8
Kohn-Sham gap, eV: 5.606


The following is a quantum chemistry calculation of a structure of composition C67H64N8O8TeW in a non-equilibrium geometry, from the Open Molecules 2025 dataset.

Each line ends with the Mulliken charge.
Cartesian coordinates (Å):
1 W 0.29 1.21 1.00  1.01
2 O -5.17 0.83 2.22  -0.65
3 C -4.82 -0.49 2.22  0.55
4 C -5.95 -1.27 2.36  -0.76
5 C -6.17 -2.69 2.35  -0.42
6 C -5.33 -3.65 1.95  -1.19
7 C -4.00 -3.32 1.37  0.19
8 C -3.41 -0.86 2.07  0.31
9 C -2.43 0.16 1.94  0.33
10 O -1.20 -0.02 1.40  2.08
11 N -2.70 1.41 2.33  -2.20
12 N -1.69 2.25 2.15  0.98
13 C -1.98 3.50 2.30  -0.68
14 C -1.01 4.56 2.15  0.83
15 C -1.40 5.90 2.20  -0.75
16 C -0.47 6.91 2.06  -0.82
17 C 0.87 6.58 1.85  -0.80
18 C 1.27 5.25 1.82  -0.62
19 C 0.33 4.23 1.96  -0.20
20 O 0.73 2.97 1.97  0.12
21 H -4.33 1.36 2.31  0.57
22 H -6.83 -0.67 2.55  0.37
23 H -7.15 -3.00 2.70  0.26
24 H -5.61 -4.69 2.04  0.36
25 H -3.45 -4.25 1.19  0.65
26 H -3.01 3.76 2.53  0.27
27 H -2.44 6.13 2.37  0.41
28 H -0.77 7.95 2.10  0.39
29 H 1.61 7.36 1.74  0.42
30 H 2.31 4.98 1.68  0.57
31 C 4.96 0.73 -6.14  -0.95
32 O 3.56 0.92 -6.00  -0.43
33 C 3.14 2.17 -5.66  0.72
34 C 1.79 2.28 -5.32  -0.09
35 C 1.27 3.49 -4.91  0.37
36 C 2.09 4.62 -4.87  -0.35
37 C 3.40 4.52 -5.27  -0.54
38 C 3.95 3.29 -5.64  -0.69
39 N 1.56 5.95 -4.59  -0.60
40 N 0.59 6.14 -3.84  -0.49
41 C 0.27 5.23 -2.76  -0.74
42 C -1.05 5.05 -2.49  -0.50
43 C -1.51 4.04 -1.61  -0.50
44 C -0.60 3.25 -0.97  0.46
45 O -0.93 2.23 -0.21  -0.20
46 C 0.79 3.56 -1.09  -0.06
47 N 1.60 2.85 -0.28  1.24
48 C 2.86 3.13 -0.23  -0.98
49 C 3.42 4.17 -1.01  -1.64
50 C 2.63 4.87 -1.87  -0.80
51 C 1.24 4.55 -1.96  1.26
52 H 5.10 -0.34 -6.29  0.26
53 H 5.49 1.05 -5.25  0.37
54 H 5.35 1.27 -7.01  0.35
55 H 1.16 1.39 -5.36  0.30
56 H 0.23 3.56 -4.64  0.39
57 H 4.02 5.41 -5.26  0.43
58 H 4.99 3.24 -5.92  0.42
59 H -1.76 5.66 -3.03  0.42
60 H -2.57 3.88 -1.46  0.45
61 H 3.45 2.52 0.45  0.57
62 H 4.47 4.40 -0.91  0.43
63 H 3.04 5.67 -2.47  0.69
64 C 2.51 1.00 -2.32  -0.94
65 C 1.10 0.48 -1.97  1.51
66 C 0.87 -0.88 -2.62  -0.95
67 O 0.94 0.40 -0.57  1.10
68 H 2.50 2.04 -2.64  -0.81
69 H 2.93 0.41 -3.13  0.62
70 H 3.16 0.91 -1.45  -0.07
71 H 0.35 1.17 -2.37  -0.36
72 H 1.48 -1.64 -2.11  0.15
73 H 1.16 -0.83 -3.67  0.45
74 H -0.16 -1.18 -2.54  -0.01
75 C -6.17 -1.96 -1.35  -1.14
76 N -5.08 -1.03 -1.62  -0.06
77 N -3.77 -1.52 -1.66  0.59
78 C -2.89 -0.51 -1.21  0.26
79 O -1.67 -0.63 -1.17  -0.13
80 C -3.75 0.60 -0.86  -1.04
81 C -5.03 0.22 -1.06  0.76
82 C -6.29 0.95 -0.76  -1.90
83 C -3.42 -2.55 -2.54  0.31
84 C -2.26 -3.29 -2.30  0.37
85 C -1.90 -4.30 -3.18  -1.18
86 C -2.67 -4.58 -4.30  -0.56
87 C -3.80 -3.83 -4.55  -0.67
88 C -4.18 -2.81 -3.68  -0.30
89 H -5.88 -2.96 -1.66  0.46
90 H -7.05 -1.66 -1.92  0.34
91 H -6.42 -2.00 -0.28  0.25
92 H -3.39 1.54 -0.48  0.46
93 H -6.05 1.97 -0.46  0.42
94 H -6.81 0.47 0.07  0.27
95 H -6.95 0.97 -1.63  0.44
96 H -1.64 -3.07 -1.44  0.15
97 H -0.99 -4.86 -2.97  0.48
98 H -2.38 -5.38 -4.97  0.39
99 H -4.40 -4.03 -5.43  0.39
100 H -5.04 -2.20 -3.90  0.44
101 C 5.74 -6.07 0.34  -1.66
102 C 4.64 -5.09 0.66  0.49
103 C 3.56 -5.45 1.46  -0.60
104 C 2.50 -4.59 1.71  1.11
105 C 1.41 -5.11 2.63  -1.39
106 C 2.51 -3.31 1.14  -0.18
107 Te 0.90 -1.90 1.25  0.55
108 N 2.24 0.95 1.66  -0.30
109 C 1.84 0.79 2.88  0.60
110 O 0.53 0.70 3.03  -0.95
111 C 2.70 0.45 4.02  -0.31
112 C 3.83 -0.33 3.80  -0.29
113 C 4.56 -0.80 4.88  -0.71
114 C 4.18 -0.49 6.18  -0.44
115 C 3.05 0.30 6.40  -0.78
116 C 2.31 0.77 5.32  -0.18
117 C -0.58 -2.63 2.47  0.40
118 C -1.70 -2.66 1.70  -1.11
119 C -3.06 -2.38 2.21  1.47
120 C -3.10 -2.65 3.69  -0.73
121 C -1.98 -2.68 4.44  -1.60
122 C -0.67 -2.55 3.88  1.37
123 C 0.51 -2.39 4.78  -1.87
124 C 3.61 -2.91 0.38  0.34
125 C 3.77 -1.53 -0.22  -0.80
126 C 4.65 -3.81 0.15  -0.75
127 H 5.81 -6.85 1.10  0.37
128 H 6.71 -5.57 0.27  0.37
129 H 5.56 -6.56 -0.62  0.28
130 H 3.54 -6.44 1.90  0.35
131 H 1.37 -6.20 2.58  0.47
132 H 0.44 -4.71 2.37  0.03
133 H 1.62 -4.82 3.66  0.27
134 H 4.11 -0.57 2.79  0.23
135 H 5.43 -1.43 4.71  0.42
136 H 4.75 -0.86 7.02  0.38
137 H 2.75 0.54 7.41  0.39
138 H 1.42 1.37 5.47  0.35
139 H -1.62 -2.77 0.62  -0.01
140 H -4.11 -2.81 0.41  -0.37
141 H -4.08 -2.72 4.15  0.41
142 H -2.06 -2.77 5.52  0.45
143 H 0.43 -1.47 5.37  0.37
144 H 1.44 -2.33 4.21  0.03
145 H 0.59 -3.22 5.48  0.58
146 H 2.91 -0.89 -0.07  -1.34
147 H 3.96 -1.60 -1.29  0.73
148 H 4.62 -1.02 0.23  0.48
149 H 5.50 -3.48 -0.45  0.44

Output
Net charge: -1
HOMO (alpha / beta), eV: -3.5 / -3.9
Kohn-Sham gap (alpha / beta), eV: 4.017 / 4.416
Multiplicity: 2


What are the calculated total energy values for these records? In order: -8090.54587, -9314.44467, -3966.52855 a.u..